Record 1
{"formula": "C41H22F15Ge2O3ReS", "method": "ωB97M-V/def2-TZVPD", "spin_multiplicity": 1, "lumo_ev": -8.89, "charge": 2, "energy_ha": -7928.893399, "elements": ["H", "H", "O", "C", "C", "F", "F", "F", "C", "H", "C", "H", "F", "C", "F", "C", "H", "F", "O", "H", "F", "C", "F", "H", "C", "C", "C", "H", "C", "H", "C", "H", "C", "C", "C", "C", "H", "F", "Re", "C", "C", "H", "C", "C", "C", "C", "H", "C", "C", "C", "C", "H", "C", "H", "C", "H", "C", "Ge", "C", "S", "C", "F", "H", "F", "H", "H", "C", "C", "C", "F", "C", "C", "H", "F", "Ge", "F", "F", "O", "C", "H", "C", "C", "H", "C", "C"], "xyz": [[-1.6274, 3.6388, -2.8143], [-3.7382, 3.5732, -4.0810], [-2.6208, 0.9578, 0.8180], [-0.7803, -3.0389, 0.9835], [-1.8441, -1.6431, 6.2001], [-3.6166, -4.8094, -1.4064], [-0.8949, -3.6012, 7.0486], [2.7214, -1.9820, 4.2209], [-0.1346, 1.5445, -0.5717], [4.8282, -1.0261, -2.5984], [-0.2499, -2.8744, 4.9100], [-1.9529, 3.5121, -0.4294], [-0.3988, -5.1362, 1.9574], [-3.0537, 2.7350, -4.1300], [-1.3655, -0.9341, -0.1363], [-0.9729, 1.6844, -3.4808], [3.7551, 6.4975, -3.4263], [1.8165, -4.4785, 0.3150], [-4.5251, 2.0161, 1.4358], [3.5642, 1.0909, -2.6080], [5.1034, -3.2286, 4.4452], [-2.0069, -5.0048, 0.2781], [0.5483, -3.9333, 4.8155], [3.6382, -3.1876, -2.4860], [-1.2753, 0.5918, -4.3042], [-1.5265, -2.3300, 0.0669], [-1.8682, 2.7619, -3.4097], [-2.8028, 3.2833, 3.7815], [-1.9510, -0.7124, 5.1792], [3.7759, 4.6011, -5.0094], [2.3938, 3.4264, -3.8647], [-3.9360, 4.1931, 2.7722], [3.7475, -1.0473, -2.5441], [4.6482, -4.4890, 2.5210], [-3.3529, 1.6383, -4.9332], [-1.1953, -0.9115, 4.0538], [2.3916, 2.6099, -4.5802], [5.8230, -5.0754, 2.6165], [-0.7284, 0.8087, 0.8570], [1.6890, -2.2913, -2.3842], [4.2790, -3.5397, 3.4596], [-4.2778, 1.6188, -5.4945], [-2.4630, 0.5757, -5.0284], [-2.8901, 3.9164, 2.8978], [-2.3452, 4.0642, 0.4259], [3.1595, 5.6169, -3.2218], [-3.3420, 4.4224, 0.1715], [-2.7122, -4.2451, -0.6386], [-0.3356, -1.9630, 3.8640], [1.6069, 4.4380, -1.8174], [3.0317, 0.1481, -2.5479], [1.1704, -3.2423, -2.3499], [-3.3562, 2.0265, 1.3246], [-2.3020, 4.8240, 3.0459], [3.1699, 4.5527, -4.1137], [-0.4119, 3.2191, 1.9339], [3.0791, -2.2603, -2.4662], [0.5358, -2.2924, 2.1778], [-2.4532, 3.1856, 1.6613], [1.1645, -0.3719, 1.0841], [3.8071, -4.8131, 1.4704], [-2.7648, 0.3280, 5.2893], [0.9977, 4.4070, -0.9182], [-1.3483, 0.0225, 3.0411], [-0.5822, -0.2346, -4.4028], [2.3774, 6.3955, -1.3846], [2.1789, -3.2391, 2.3010], [-0.9888, -2.7232, 6.0707], [-1.0551, -4.3943, 1.0736], [4.1847, -5.7084, 0.5715], [1.6393, 0.1264, -2.4650], [-2.4749, -2.8855, -0.7535], [-2.6889, -0.2636, -5.6747], [-3.1406, -2.1572, -1.6330], [0.6319, 1.7625, -2.4443], [-2.2509, -6.2913, 0.3836], [-2.5659, -1.4992, 7.2901], [-1.0892, 2.5252, 1.9339], [2.3818, 5.5619, -2.0753], [-0.1113, -1.1321, -2.3471], [0.9724, -1.1031, -2.3787], [3.0563, -2.9247, 3.3319], [-1.7071, 4.9315, 0.6171], [2.5899, -4.1782, 1.3638], [1.6177, 3.3641, -2.7069]]}

Record 2
{"formula": "C3H4FO2S", "method": "ωB97M-V/def2-TZVPD", "spin_multiplicity": 1, "lumo_ev": 4.10, "charge": -1, "energy_ha": -765.269675, "elements": ["H", "C", "F", "O", "C", "O", "H", "H", "S", "H", "C"], "xyz": [[-0.0501, 0.7073, 0.6497], [-0.7566, -0.7294, -0.5521], [1.3557, -2.2304, -1.8494], [-2.9776, 0.2598, -0.6191], [-2.0887, -0.3471, -1.2360], [-1.9279, -0.4957, -2.5031], [0.2917, 1.1182, -1.0413], [1.3861, -0.2018, -0.1752], [-0.1854, -1.4975, -2.4114], [-0.8531, -1.5716, 0.1947], [0.3198, 0.2265, -0.2267]]}

Record 3
{"formula": "C27H33B2F5N10O4PSr", "method": "ωB97M-V/def2-TZVPD", "spin_multiplicity": 1, "lumo_ev": -2.79, "charge": 1, "energy_ha": -2818.445236, "elements": ["H", "H", "C", "C", "C", "H", "C", "F", "C", "C", "C", "H", "H", "H", "H", "C", "Sr", "N", "H", "C", "N", "H", "H", "F", "B", "H", "C", "C", "H", "H", "P", "C", "H", "H", "H", "O", "C", "N", "C", "O", "N", "H", "H", "H", "C", "N", "H", "H", "N", "N", "H", "H", "H", "C", "C", "O", "C", "N", "C", "B", "F", "F", "C", "H", "C", "H", "H", "N", "H", "C", "N", "H", "H", "F", "H", "C", "C", "H", "C", "H", "C", "O", "C"], "xyz": [[2.1088, 0.6635, 5.1281], [2.3145, 3.0772, -3.2524], [-0.7635, 2.3010, -2.6135], [-1.9498, -4.2010, 2.0800], [-5.5520, 2.2980, -1.8001], [-1.0262, 5.2614, 2.2517], [4.1635, 1.7810, 2.2675], [3.4003, -2.0703, -0.1650], [0.1511, 4.6240, -2.4720], [0.8913, -2.4869, -5.5484], [-3.2143, 1.4217, -1.3350], [-1.6774, 0.3979, -5.6747], [-3.9919, 4.6191, 0.6292], [-6.3959, 1.7742, -2.2408], [1.1292, -4.6045, -0.6426], [-0.9549, 4.5190, 1.4753], [-0.3392, 0.0655, 0.7003], [-0.2470, 1.0991, -2.9326], [0.8759, 5.1400, -3.0955], [-0.5250, -0.9891, -6.8214], [-0.9979, -1.9328, 2.0874], [-0.7038, -0.8527, -2.2934], [2.6652, -0.8976, 4.5734], [-1.7822, 0.6898, 2.6631], [-1.3302, -0.2510, 3.6777], [3.7503, 0.4944, 4.4548], [0.4555, -1.8958, -4.3711], [0.3929, -2.0223, -6.7483], [-0.5711, -5.0896, -0.7110], [-3.5272, -1.4261, 0.0306], [-2.3454, 2.9133, -1.8660], [0.2052, -4.6620, -0.0722], [-1.9959, -0.0221, -3.1658], [-5.9084, -0.1824, -0.5920], [-5.9100, 2.9126, -0.9753], [1.2209, -2.2053, -1.0893], [2.7179, 0.1738, 4.3691], [0.8725, 0.3613, 2.8290], [3.0156, 0.8815, 1.8796], [0.1310, -0.0416, 3.8960], [0.2638, -2.2066, -0.1165], [4.6007, 2.2039, 1.3676], [1.6118, -3.2934, -5.5436], [1.7105, 0.4011, -3.4816], [1.3863, 2.5531, -3.1116], [3.0072, 0.6049, 0.6282], [-2.7142, -3.7993, 2.7410], [-0.8405, 5.0019, -2.7113], [-1.9042, 4.4005, 0.4971], [-4.5761, 1.3226, -1.3293], [-2.4165, -4.7556, 1.2660], [0.8463, -2.2303, -3.4160], [4.9383, 1.2173, 2.7879], [-0.1855, -3.2918, 0.3759], [-4.8894, 0.1342, -0.7357], [-1.6876, -1.6298, 3.2029], [-0.9532, -0.4093, -5.6401], [-2.6690, 0.3478, -0.7972], [-1.5368, 3.3556, -0.2912], [2.4200, -1.3311, -0.7864], [-1.9668, -0.0577, 4.8589], [2.8279, -0.8483, -2.0320], [-1.1012, -3.0894, 1.5524], [0.8751, 3.3191, 1.7711], [2.1328, 0.4468, 3.0142], [3.8287, 2.5814, 2.9304], [-3.2099, 5.5804, -0.6471], [-0.4058, 2.8213, 0.1310], [-1.3447, -4.9023, 2.6585], [1.0888, 1.2441, -3.2328], [0.2259, 3.1977, -2.7608], [0.3390, -5.3270, 0.7798], [-0.8902, -0.6628, -7.7854], [0.8109, -2.5908, -7.8868], [-3.0446, 6.0485, 1.0507], [-0.4671, -0.8574, -4.4144], [-3.6993, -0.4677, -0.4328], [0.3792, 4.8112, -1.4230], [-0.0267, 3.5465, 1.2269], [-5.1027, 2.9367, -2.5552], [-0.9284, -0.2060, -3.1391], [1.9937, -0.2046, 0.1230], [-3.1112, 5.2050, 0.3701]]}

Record 4
{"formula": "C19H21IrN5O2", "method": "ωB97M-V/def2-TZVPD", "spin_multiplicity": 6, "lumo_ev": [-12.69, -17.48], "charge": 4, "energy_ha": -1263.382211, "s2": 8.815, "elements": ["Ir", "C", "N", "H", "H", "C", "H", "H", "N", "H", "H", "H", "C", "C", "H", "H", "N", "H", "C", "C", "C", "N", "O", "C", "H", "N", "H", "C", "H", "C", "H", "O", "C", "H", "H", "C", "C", "H", "C", "C", "C", "H", "C", "C", "C", "H", "H", "H"], "xyz": [[0.9354, -0.6138, 0.4375], [-0.2181, 0.9700, -3.1183], [-3.1205, 2.0622, 4.4431], [1.5097, 4.7625, -1.0161], [-3.3784, 2.2205, 1.7616], [-2.5198, 1.6556, 2.1106], [5.2527, -2.5424, -1.6563], [1.7655, 1.8160, -3.2474], [2.4287, -1.5874, -0.7078], [-0.9438, -2.3637, -3.2465], [1.3902, 4.7205, 0.7607], [0.5303, -0.3543, 3.2379], [-0.3520, -1.4456, -3.2428], [2.3391, 0.1647, 1.3959], [-2.9213, 1.9348, 5.4290], [-1.7802, 1.1621, 0.1209], [0.7680, 1.7975, -0.4199], [4.3571, -4.0300, -1.2149], [3.4104, -2.2273, -0.7350], [1.0441, -1.5152, -3.3628], [-1.1747, 0.7734, 3.8984], [-1.3373, -1.4302, -0.4178], [0.6723, -3.1805, 2.0378], [-1.6388, 1.0730, 1.1991], [-3.6423, -3.4338, 0.5604], [-0.5670, 0.3693, 1.6256], [1.5354, -2.4867, -3.4620], [-0.9812, -0.2073, -3.1188], [-0.0877, 4.8193, -0.2274], [1.8025, -0.3450, -3.3632], [-3.9444, 2.6062, 4.2098], [3.1753, 0.6643, 2.0367], [0.8406, 2.9439, -0.2526], [-0.9660, 0.6396, 4.9503], [-4.4250, -1.8984, 0.1142], [1.1690, 0.9010, -3.2431], [-2.3615, -1.9642, -0.2501], [-0.7134, 1.9393, -3.0230], [-0.3437, 0.2228, 2.9386], [-2.2984, 1.5146, 3.4993], [-3.6476, -2.6171, -0.1719], [2.8899, -0.3966, -3.4629], [4.6162, -3.0116, -0.8941], [0.7907, -2.2107, 1.3957], [0.9187, 4.3880, -0.1725], [-3.8955, -3.0304, -1.1567], [-2.0683, -0.1507, -3.0245], [5.1853, -3.0784, 0.0455]]}

Record 5
{"formula": "C26H36N2O2S", "method": "ωB97M-V/def2-TZVPD", "spin_multiplicity": 1, "smiles": "COc1ccc(SC[C@H](CC(C)C)N2CCN(CCc3ccccc3)CCC2=O)cc1", "lumo_ev": 0.74, "charge": 0, "energy_ha": -1670.524441, "elements": ["H", "H", "C", "H", "N", "H", "C", "C", "H", "H", "C", "H", "C", "H", "C", "H", "H", "H", "H", "C", "C", "H", "H", "C", "C", "H", "H", "C", "O", "H", "N", "H", "C", "H", "C", "H", "C", "C", "H", "C", "H", "C", "O", "H", "C", "C", "H", "H", "H", "C", "C", "H", "H", "H", "H", "H", "H", "C", "H", "H", "H", "S", "H", "C", "C", "C", "C"], "xyz": [[0.4958, 3.7973, -1.5518], [5.5726, -2.2614, 1.5262], [2.4917, 1.2862, 0.9578], [2.3354, 1.9733, -1.6369], [0.0738, 1.1682, 0.4118], [0.8002, -1.3785, 1.2730], [4.4158, 2.5896, 0.2388], [4.9042, 0.2485, -0.6478], [-8.9220, -0.7819, -2.0521], [0.7374, 3.7963, 0.2033], [-0.5812, -2.6085, 0.1504], [2.5443, 0.4117, 0.2926], [-6.1124, 0.2758, -0.8043], [-1.3191, -4.3001, 1.2767], [-0.7280, -3.4030, 1.4472], [-3.0170, 1.6428, -1.0139], [-2.3168, -0.8952, 1.6666], [3.3314, -2.3746, -2.1058], [-8.7980, 0.0827, -0.5005], [-0.7198, -0.0510, 0.4748], [-3.9008, 1.2108, -0.5697], [0.8532, -1.1231, -0.4680], [0.2511, -3.7056, 1.8138], [-6.1824, 0.0992, 0.5740], [-4.9611, 0.8338, -1.3650], [3.7713, 0.0152, -2.4508], [0.8785, 0.7202, 2.2522], [0.8310, 3.1989, -0.7033], [-0.8707, 1.7570, -1.5496], [-1.5797, -2.3763, -0.2358], [2.9748, 2.4960, 0.3249], [4.2121, -3.5203, -0.1031], [4.4094, -2.4697, -0.2582], [6.0174, 0.1300, 1.1766], [5.4185, -0.4154, 0.4608], [4.6581, 3.6370, 0.0295], [3.9142, -1.8265, -1.3796], [5.1309, 1.7212, -0.8264], [-0.3794, -4.4056, -1.0402], [-1.6162, -0.0637, 1.7101], [-1.0391, -0.1274, 2.6322], [-8.2907, -0.6076, -1.1822], [-7.0972, -0.0568, -1.6826], [-7.0581, -0.3241, 1.0404], [-3.9755, 1.0186, 0.8032], [5.1701, -1.7616, 0.6569], [4.8010, 2.0276, -1.8204], [-8.1118, -1.5588, -0.6700], [2.8190, 3.6620, -1.3612], [2.2979, 2.8094, -0.9182], [1.0458, 1.4339, 1.4466], [3.1300, 1.0910, 1.8229], [0.1889, -2.9437, -1.8450], [4.8162, 2.3460, 1.2259], [0.9023, 2.4377, 1.8559], [-4.9232, 0.9669, -2.4343], [-5.1646, 0.3387, 2.4401], [0.1820, -1.2913, 0.3771], [-1.2159, -2.8159, 2.2206], [1.1564, -3.6785, -0.5616], [6.1993, 1.9370, -0.7464], [-2.6106, 1.4673, 1.8654], [-1.3591, -0.0183, -0.4154], [-5.1130, 0.4724, 1.3698], [0.1419, -3.4627, -0.8906], [-0.0743, 1.9856, -0.6551], [4.1633, -0.4793, -1.5724]]}

Record 6
{"formula": "C4H8O2", "method": "ωB97M-V/def2-TZVPD", "spin_multiplicity": 1, "smiles": "CC(C)OC=O", "lumo_ev": 0.82, "charge": 0, "energy_ha": -307.556038, "elements": ["H", "H", "C", "H", "O", "C", "O", "H", "C", "H", "H", "H", "H", "C"], "xyz": [[-1.2656, -1.9586, 0.1804], [-2.4772, -1.0254, -0.6908], [-1.6361, -0.9243, 0.0097], [0.8644, 1.8298, 0.9668], [0.5957, -0.2652, 0.5592], [-0.4444, -0.0324, -0.4612], [1.9846, -1.4449, -0.7043], [2.5466, -0.2281, 0.8570], [1.7796, -0.6786, 0.2002], [-0.7267, 2.1788, 0.2762], [0.7481, 1.9578, -0.7954], [-0.1150, -0.4898, -1.4322], [-2.0288, -0.5725, 0.9626], [0.1747, 1.6533, 0.0718]]}

Number 4 is which compound? C19H21IrN5O2

What did the fourth record say?
{"formula": "C19H21IrN5O2", "method": "ωB97M-V/def2-TZVPD", "spin_multiplicity": 6, "lumo_ev": [-12.69, -17.48], "charge": 4, "energy_ha": -1263.382211, "s2": 8.815, "elements": ["Ir", "C", "N", "H", "H", "C", "H", "H", "N", "H", "H", "H", "C", "C", "H", "H", "N", "H", "C", "C", "C", "N", "O", "C", "H", "N", "H", "C", "H", "C", "H", "O", "C", "H", "H", "C", "C", "H", "C", "C", "C", "H", "C", "C", "C", "H", "H", "H"], "xyz": [[0.9354, -0.6138, 0.4375], [-0.2181, 0.9700, -3.1183], [-3.1205, 2.0622, 4.4431], [1.5097, 4.7625, -1.0161], [-3.3784, 2.2205, 1.7616], [-2.5198, 1.6556, 2.1106], [5.2527, -2.5424, -1.6563], [1.7655, 1.8160, -3.2474], [2.4287, -1.5874, -0.7078], [-0.9438, -2.3637, -3.2465], [1.3902, 4.7205, 0.7607], [0.5303, -0.3543, 3.2379], [-0.3520, -1.4456, -3.2428], [2.3391, 0.1647, 1.3959], [-2.9213, 1.9348, 5.4290], [-1.7802, 1.1621, 0.1209], [0.7680, 1.7975, -0.4199], [4.3571, -4.0300, -1.2149], [3.4104, -2.2273, -0.7350], [1.0441, -1.5152, -3.3628], [-1.1747, 0.7734, 3.8984], [-1.3373, -1.4302, -0.4178], [0.6723, -3.1805, 2.0378], [-1.6388, 1.0730, 1.1991], [-3.6423, -3.4338, 0.5604], [-0.5670, 0.3693, 1.6256], [1.5354, -2.4867, -3.4620], [-0.9812, -0.2073, -3.1188], [-0.0877, 4.8193, -0.2274], [1.8025, -0.3450, -3.3632], [-3.9444, 2.6062, 4.2098], [3.1753, 0.6643, 2.0367], [0.8406, 2.9439, -0.2526], [-0.9660, 0.6396, 4.9503], [-4.4250, -1.8984, 0.1142], [1.1690, 0.9010, -3.2431], [-2.3615, -1.9642, -0.2501], [-0.7134, 1.9393, -3.0230], [-0.3437, 0.2228, 2.9386], [-2.2984, 1.5146, 3.4993], [-3.6476, -2.6171, -0.1719], [2.8899, -0.3966, -3.4629], [4.6162, -3.0116, -0.8941], [0.7907, -2.2107, 1.3957], [0.9187, 4.3880, -0.1725], [-3.8955, -3.0304, -1.1567], [-2.0683, -0.1507, -3.0245], [5.1853, -3.0784, 0.0455]]}